[1]
{
  "formula": "C40H56IrN2O3P2",
  "method": "ωB97M-V/def2-TZVPD",
  "gap_ev": [7.4425, 7.1814],
  "e_lumo_ev": [0.328, 0.216],
  "total_charge": 0,
  "s_squared": 0.76,
  "relative_energy_kj_mol": 0.0,
  "molar_mass_g_mol": 867.06,
  "multiplicity": 2,
  "species": ["Ir", "N", "C", "C", "C", "O", "O", "H", "H", "H", "H", "H", "H", "C", "H", "H", "O", "P", "C", "C", "C", "C", "C", "C", "C", "C", "C", "C", "C", "C", "C", "C", "C", "C", "C", "C", "H", "H", "H", "H", "H", "H", "H", "H", "H", "H", "H", "H", "H", "H", "H", "H", "H", "H", "H", "H", "H", "H", "H", "H", "H", "H", "H", "H", "H", "H", "H", "H", "H", "N", "P", "C", "C", "C", "C", "C", "C", "C", "C", "C", "C", "C", "C", "C", "C", "C", "C", "C", "C", "H", "H", "H", "H", "H", "H", "H", "H", "H", "H", "H", "H", "H", "H", "H"],
  "coordinates": [[0.348, -2.040, 0.312], [2.263, -1.976, -1.171], [3.370, -2.924, -0.965], [2.878, -4.366, -1.041], [1.852, -4.586, 0.066], [2.145, -5.209, 1.068], [0.708, -4.006, -0.172], [1.853, -2.108, -2.091], [2.588, -1.015, -1.121], [3.785, -2.745, 0.030], [4.171, -2.757, -1.692], [3.713, -5.048, -0.891], [2.419, -4.554, -2.015], [-0.906, -2.503, 1.500], [-1.219, -3.550, 1.535], [-1.380, -1.837, 2.227], [-1.653, -0.538, -0.786], [-2.520, 0.519, -1.397], [-4.223, -0.104, -1.773], [-4.143, -1.608, -2.135], [-4.034, -2.529, -0.918], [-5.154, -2.265, 0.083], [-5.133, -0.795, 0.491], [-5.341, 0.085, -0.742], [-2.410, 2.143, -0.489], [-3.664, 2.931, -0.065], [-4.242, 2.557, 1.302], [-3.162, 2.535, 2.377], [-2.049, 1.576, 1.970], [-1.399, 2.018, 0.666], [-1.913, 1.062, -3.053], [-2.108, 0.078, -4.217], [-1.138, -1.105, -4.164], [0.306, -0.613, -4.167], [0.540, 0.311, -2.977], [-0.430, 1.493, -2.997], [-4.498, 0.454, -2.676], [-3.303, -1.805, -2.798], [-5.056, -1.857, -2.688], [-3.070, -2.367, -0.432], [-4.062, -3.567, -1.258], [-5.038, -2.907, 0.958], [-6.124, -2.499, -0.372], [-4.157, -0.575, 0.936], [-5.903, -0.586, 1.237], [-5.459, 1.130, -0.472], [-6.277, -0.219, -1.225], [-1.941, 2.761, -1.258], [-4.435, 2.880, -0.839], [-3.359, 3.982, -0.010], [-4.704, 1.572, 1.272], [-5.026, 3.275, 1.556], [-3.599, 2.234, 3.332], [-2.743, 3.540, 2.509], [-2.454, 0.566, 1.842], [-1.284, 1.524, 2.743], [-0.612, 1.306, 0.411], [-0.930, 2.999, 0.821], [-2.521, 1.953, -3.263], [-1.920, 0.630, -5.145], [-3.138, -0.275, -4.267], [-1.321, -1.763, -5.017], [-1.302, -1.684, -3.251], [0.512, -0.075, -5.099], [0.988, -1.469, -4.131], [1.565, 0.692, -2.981], [0.393, -0.243, -2.046], [-0.228, 2.101, -3.886], [-0.236, 2.122, -2.125], [1.081, -0.393, 1.060], [2.397, 0.260, 1.487], [3.582, -0.843, 2.313], [4.855, -0.414, 2.695], [5.723, -1.291, 3.326], [5.324, -2.598, 3.584], [4.054, -3.023, 3.227], [3.178, -2.142, 2.604], [2.104, 1.602, 2.684], [1.165, 1.338, 3.680], [0.859, 2.303, 4.625], [1.491, 3.540, 4.584], [2.435, 3.804, 3.603], [2.745, 2.837, 2.655], [3.303, 1.092, 0.129], [4.569, 0.749, -0.334], [5.107, 1.390, -1.446], [4.388, 2.382, -2.095], [3.119, 2.728, -1.642], [2.576, 2.078, -0.547], [5.164, 0.608, 2.504], [6.709, -0.954, 3.623], [6.012, -3.285, 4.059], [3.742, -4.043, 3.407], [2.188, -2.471, 2.314], [0.674, 0.372, 3.684], [0.123, 2.097, 5.391], [1.254, 4.297, 5.321], [2.933, 4.765, 3.573], [3.485, 3.044, 1.893], [5.144, -0.015, 0.172], [6.092, 1.118, -1.802], [4.813, 2.886, -2.953], [2.554, 3.501, -2.147], [1.579, 2.326, -0.197]],
  "mulliken_spin": [0.7493, 0.0126, -0.0035, 0.0031, 0.0017, 0.0117, 0.0474, -0.0021, 0.0019, 0.0000, -0.0005, -0.0003, -0.0006, -0.0792, 0.0094, 0.0006, 0.1036, 0.0119, -0.0002, 0.0040, -0.0155, 0.0008, -0.0007, -0.0002, -0.0017, -0.0007, -0.0003, -0.0001, -0.0037, 0.0133, 0.0028, -0.0002, 0.0040, -0.0021, -0.0256, 0.0016, -0.0004, -0.0025, 0.0000, 0.0133, 0.0003, -0.0010, 0.0001, 0.0006, 0.0000, -0.0001, 0.0000, 0.0003, 0.0000, 0.0001, 0.0001, 0.0000, -0.0001, 0.0000, -0.0014, -0.0030, -0.0172, -0.0017, 0.0000, -0.0001, -0.0001, 0.0003, 0.0030, 0.0000, 0.0007, 0.0007, 0.0195, 0.0000, -0.0006, 0.0977, -0.0050, 0.0180, -0.0004, 0.0012, -0.0006, 0.0007, 0.0005, 0.0182, 0.0030, 0.0012, 0.0018, -0.0002, -0.0018, 0.0048, -0.0021, 0.0008, -0.0007, 0.0014, 0.0014, -0.0001, 0.0000, -0.0001, -0.0001, 0.0090, -0.0039, -0.0001, 0.0001, 0.0001, 0.0004, 0.0001, -0.0001, 0.0000, 0.0001, 0.0013]
}

---

[2]
{
  "formula": "C40H56IrN2O3P2",
  "method": "ωB97M-V/def2-TZVPD",
  "gap_ev": [7.3875, 7.2420],
  "e_lumo_ev": [0.405, 0.216],
  "total_charge": 0,
  "s_squared": 1.17,
  "relative_energy_kj_mol": 23.1,
  "molar_mass_g_mol": 867.06,
  "multiplicity": 2,
  "species": ["Ir", "N", "C", "C", "C", "O", "O", "H", "H", "H", "H", "H", "H", "C", "H", "H", "O", "P", "C", "C", "C", "C", "C", "C", "C", "C", "C", "C", "C", "C", "C", "C", "C", "C", "C", "C", "H", "H", "H", "H", "H", "H", "H", "H", "H", "H", "H", "H", "H", "H", "H", "H", "H", "H", "H", "H", "H", "H", "H", "H", "H", "H", "H", "H", "H", "H", "H", "H", "H", "N", "P", "C", "C", "C", "C", "C", "C", "C", "C", "C", "C", "C", "C", "C", "C", "C", "C", "C", "C", "H", "H", "H", "H", "H", "H", "H", "H", "H", "H", "H", "H", "H", "H", "H"],
  "coordinates": [[-0.059, -1.697, -0.391], [0.056, -1.564, 1.945], [-0.953, -2.263, 2.751], [-1.147, -3.684, 2.231], [-2.089, -3.644, 1.013], [-3.249, -4.008, 1.154], [-1.579, -3.194, -0.078], [0.983, -1.943, 2.114], [0.089, -0.575, 2.165], [-1.895, -1.716, 2.673], [-0.669, -2.281, 3.809], [-1.601, -4.312, 2.994], [-0.178, -4.097, 1.939], [-0.133, -1.989, -2.405], [-0.946, -2.582, -2.820], [0.619, -1.688, -3.129], [-1.422, 0.256, 0.091], [-2.453, 1.311, -0.162], [-1.790, 2.752, -1.128], [-0.347, 3.084, -0.656], [0.676, 3.007, -1.791], [0.547, 1.663, -2.497], [-0.845, 1.489, -3.144], [-1.840, 2.543, -2.649], [-3.815, 0.572, -1.159], [-4.198, -0.848, -0.701], [-5.293, -0.902, 0.360], [-6.514, -0.096, -0.078], [-6.129, 1.356, -0.362], [-5.043, 1.449, -1.439], [-3.147, 1.902, 1.459], [-2.220, 1.620, 2.647], [-1.193, 2.720, 2.896], [-1.882, 4.072, 3.058], [-2.678, 4.407, 1.799], [-3.716, 3.328, 1.484], [-2.455, 3.589, -0.893], [-0.037, 2.351, 0.093], [-0.311, 4.072, -0.194], [1.677, 3.109, -1.367], [0.535, 3.831, -2.497], [0.701, 0.875, -1.757], [1.329, 1.556, -3.253], [-1.201, 0.480, -2.920], [-0.776, 1.574, -4.231], [-2.853, 2.300, -2.969], [-1.596, 3.502, -3.113], [-3.274, 0.432, -2.101], [-3.307, -1.383, -0.365], [-4.563, -1.384, -1.583], [-4.928, -0.519, 1.316], [-5.562, -1.947, 0.526], [-7.283, -0.128, 0.697], [-6.939, -0.541, -0.983], [-5.789, 1.826, 0.565], [-7.004, 1.916, -0.701], [-4.753, 2.495, -1.577], [-5.480, 1.111, -2.385], [-3.988, 1.213, 1.559], [-1.721, 0.667, 2.471], [-2.840, 1.506, 3.542], [-0.497, 2.771, 2.055], [-0.613, 2.478, 3.790], [-1.140, 4.851, 3.243], [-2.552, 4.042, 3.923], [-1.981, 4.520, 0.965], [-3.194, 5.362, 1.919], [-4.206, 3.559, 0.534], [-4.490, 3.366, 2.258], [1.874, -1.446, -0.233], [3.416, -1.570, -0.252], [4.201, -0.032, -0.793], [5.155, 0.657, -0.049], [5.669, 1.855, -0.525], [5.243, 2.359, -1.745], [4.303, 1.663, -2.496], [3.781, 0.473, -2.024], [4.108, -1.976, 1.372], [4.807, -3.154, 1.624], [5.184, -3.473, 2.920], [4.857, -2.631, 3.972], [4.143, -1.463, 3.729], [3.764, -1.140, 2.438], [4.007, -2.850, -1.404], [5.302, -2.844, -1.918], [5.691, -3.823, -2.821], [4.790, -4.806, -3.208], [3.501, -4.812, -2.693], [3.104, -3.832, -1.796], [5.495, 0.255, 0.897], [6.404, 2.398, 0.055], [5.643, 3.295, -2.112], [3.977, 2.061, -3.450], [3.032, -0.077, -2.583], [5.056, -3.812, 0.801], [5.731, -4.387, 3.114], [5.152, -2.885, 4.982], [3.876, -0.814, 4.554], [3.195, -0.240, 2.234], [6.002, -2.075, -1.611], [6.694, -3.822, -3.230], [5.092, -5.569, -3.914], [2.800, -5.581, -2.995], [2.096, -3.800, -1.401]],
  "mulliken_spin": [1.0276, 0.0103, 0.0003, 0.0135, -0.0149, 0.0009, 0.0433, 0.0136, -0.0076, -0.0016, -0.0003, 0.0005, -0.0064, -0.5744, 0.0126, -0.0185, 0.2558, 0.0571, 0.0040, -0.0024, 0.0012, 0.0369, -0.0017, -0.0106, -0.0086, 0.0054, -0.0002, 0.0001, -0.0004, -0.0009, 0.0047, -0.0009, -0.0003, 0.0000, 0.0000, -0.0002, 0.0004, -0.0016, 0.0008, 0.0003, 0.0000, -0.0034, -0.0010, 0.0027, -0.0014, 0.0022, -0.0007, -0.0099, 0.0001, 0.0016, -0.0002, 0.0000, 0.0000, 0.0001, 0.0000, 0.0000, -0.0001, 0.0000, 0.0023, -0.0050, 0.0000, 0.0000, 0.0003, 0.0000, 0.0000, 0.0001, -0.0001, -0.0002, -0.0003, 0.1306, -0.0321, 0.0287, 0.0032, -0.0012, 0.0041, -0.0023, 0.0060, 0.0094, -0.0032, -0.0004, 0.0010, 0.0013, 0.0049, 0.0311, -0.0015, 0.0000, 0.0011, 0.0043, 0.0079, 0.0021, -0.0003, 0.0002, -0.0003, -0.0026, 0.0000, -0.0001, 0.0000, 0.0000, 0.0018, -0.0001, 0.0001, 0.0000, 0.0012, -0.0202]
}